1.
{"formula": "C5H28N2O10", "method": "the ωB97M-V functional and the def2-TZVPD basis", "symbols": ["H", "C", "N", "H", "O", "H", "H", "O", "H", "O", "C", "H", "C", "H", "H", "H", "H", "H", "H", "H", "H", "H", "H", "H", "C", "O", "H", "H", "H", "O", "N", "O", "H", "H", "H", "H", "H", "O", "O", "H", "H", "H", "O", "O", "C"], "coordinates": [[-2.19, -0.51, -2.63], [0.55, 1.40, 3.17], [-0.12, -0.39, 0.70], [-0.22, -1.09, -3.97], [-2.96, -1.11, -2.81], [-2.31, -0.66, 0.49], [3.60, 3.11, 1.04], [2.74, 2.96, 1.46], [-1.47, -3.46, -2.14], [-0.76, -3.12, -1.62], [0.27, -0.82, 1.99], [-1.27, 0.30, 2.69], [-0.26, 0.12, 3.05], [0.32, 1.92, 4.10], [1.01, -0.70, -3.12], [0.96, -2.86, 0.57], [-0.42, -0.31, 4.03], [1.59, 1.11, 3.21], [1.09, -2.22, 3.27], [1.85, 1.59, -2.55], [-2.95, 1.18, -0.32], [-2.00, 2.38, 0.02], [-1.60, 1.33, -2.05], [2.34, 0.42, -1.55], [1.08, -1.84, 2.26], [3.05, -0.57, -0.36], [-3.28, -1.04, -0.62], [-3.49, -0.50, -3.40], [2.21, -3.44, 1.53], [1.65, 0.73, -2.16], [1.66, -2.67, 1.25], [-0.63, 2.44, 1.35], [3.86, -0.87, -0.79], [0.74, 3.42, 2.44], [2.56, 2.10, 1.21], [0.09, 0.52, 0.34], [2.59, -1.37, -0.02], [-2.49, 1.94, -0.73], [0.51, -1.46, -3.48], [-0.29, -2.76, -2.41], [-0.19, 0.59, -2.32], [0.11, -1.09, 0.02], [-1.07, 0.79, -2.71], [-3.26, -0.67, 0.26], [0.26, 2.48, 2.16]], "total_energy_ev": -29095.03282, "lumo_energy_ev": -0.004, "smiles": "N/C=C(\\N)CCC=O.O.O.O.O.O.O.O.O.O", "largest_force_ev_per_a": 3.4, "gap_ev": 8.20, "e_above_lowest_kcal_mol": 54.0, "homo_energy_ev": -8.206}

---

2.
{"formula": "C5H29N2O10", "method": "the ωB97M-V functional and the def2-TZVPD basis", "symbols": ["H", "H", "O", "H", "H", "O", "H", "H", "H", "H", "H", "O", "O", "H", "H", "O", "N", "H", "H", "H", "C", "H", "C", "O", "C", "H", "N", "H", "C", "H", "H", "H", "H", "C", "O", "O", "H", "H", "H", "H", "O", "H", "O", "H", "H", "H"], "coordinates": [[-2.13, 1.99, -1.50], [0.37, 0.03, 0.51], [0.59, 3.58, -1.42], [0.76, 4.57, -1.61], [-0.32, 0.42, -3.96], [3.34, -0.51, 0.23], [2.52, 2.39, -3.35], [2.19, -2.07, -1.72], [3.61, -1.97, 1.87], [2.84, 1.31, -2.05], [2.52, -3.54, 1.00], [-4.19, 0.78, -1.58], [0.65, 1.66, 1.74], [1.41, -0.04, -0.93], [1.19, -3.38, -1.38], [2.39, 2.04, -2.52], [-1.53, -1.73, 1.08], [3.53, -3.61, -0.32], [1.62, 1.68, 1.81], [-1.88, 0.08, 3.21], [2.74, -2.86, 0.13], [1.20, 3.18, -2.03], [0.53, -1.82, -0.24], [0.22, -0.09, -3.27], [1.67, -2.50, -0.87], [0.79, -0.70, -3.71], [0.53, -0.34, -0.48], [-0.91, 2.32, -0.65], [3.33, -1.58, 0.82], [-4.47, 0.24, -2.35], [0.24, 1.92, 2.56], [-0.20, -3.34, 0.99], [-1.98, -1.95, 2.00], [-0.37, -2.36, 0.66], [-2.89, 2.84, 1.36], [-1.51, 0.80, 2.69], [-2.26, 1.37, 2.52], [-2.70, 3.61, 0.80], [-0.87, -1.75, 4.52], [-0.26, -0.08, -1.17], [-1.63, 1.75, -0.75], [-4.81, 0.36, -0.92], [-1.13, -2.09, 3.64], [-2.81, 2.22, 0.66], [-0.22, -1.95, 3.21], [-1.74, -0.88, 0.76]], "total_energy_ev": -29102.78089, "charge": 1, "lumo_energy_ev": -2.571, "largest_force_ev_per_a": 4.6, "gap_ev": 8.73, "e_above_lowest_kcal_mol": 86.1, "homo_energy_ev": -11.304}

---

3.
{"formula": "C5H29N2O9", "method": "the ωB97M-V functional and the def2-TZVPD basis", "symbols": ["O", "O", "H", "H", "H", "H", "H", "H", "H", "H", "H", "O", "C", "C", "H", "H", "O", "C", "O", "C", "H", "H", "N", "H", "H", "N", "H", "O", "H", "H", "H", "H", "O", "H", "H", "H", "H", "O", "H", "H", "H", "H", "H", "O", "C"], "coordinates": [[4.06, -0.34, -1.61], [0.83, 2.73, 1.27], [0.08, 1.99, 1.26], [2.20, 1.23, 0.94], [1.70, -0.02, -4.10], [3.31, 0.06, -1.11], [-0.68, 2.47, 2.98], [-0.04, -0.81, 1.74], [2.70, 2.13, -0.08], [1.80, -1.43, 0.06], [1.25, -1.38, 2.50], [-1.26, 1.30, 1.43], [-0.67, 1.02, -2.10], [-0.02, -2.27, -0.51], [-3.23, -0.36, -2.11], [2.76, -0.44, -3.11], [-3.12, -1.85, 2.35], [-1.17, -0.40, -1.60], [2.23, -0.78, -3.86], [1.08, -2.11, 0.54], [0.44, 3.48, 0.80], [-1.00, -2.48, -0.08], [0.06, -1.22, -1.58], [-2.42, -1.97, -2.37], [0.31, -1.70, -2.43], [0.57, -1.62, 1.79], [0.15, -3.20, -1.06], [2.51, 1.19, 0.03], [-2.89, -1.02, 2.79], [-1.60, 1.01, 4.27], [-1.54, -0.36, -0.55], [-1.07, 1.55, -0.23], [-0.87, 2.00, -1.09], [4.33, -1.11, -1.11], [-0.98, 1.20, -3.12], [-2.25, -0.52, -3.50], [1.73, -3.01, 0.65], [-1.82, 0.23, 3.77], [-1.56, 0.44, 2.82], [-1.87, 2.04, 1.29], [0.45, 3.36, 3.11], [0.42, 0.95, -2.11], [-2.32, -2.12, 1.89], [-0.28, 3.02, 3.66], [-2.32, -0.89, -2.47]], "total_energy_ev": -27064.51688, "charge": -1, "lumo_energy_ev": 2.996, "largest_force_ev_per_a": 3.0, "gap_ev": 8.83, "e_above_lowest_kcal_mol": 47.3, "homo_energy_ev": -5.834}